(1)
Below is 9 unconnected molecules or ions with the total composition C12H36N9O19S in a non-equilibrium geometry, with properties calculated with ωB97M-V with the def2-TZVPD basis set.

Structure (XYZ):
```
77
Properties=species:S:1:pos:R:3:mulliken_charge:R:1
C 4.294 -3.152 2.458 -0.902
S 3.678 -1.427 2.242 1.043
O 4.740 -0.444 2.601 -0.650
O 3.275 -1.245 0.832 -0.464
N 2.367 -1.147 3.380 0.012
C 1.031 -0.818 2.749 -0.638
C 0.101 -2.082 2.683 -1.120
C 0.596 -3.212 1.704 0.568
O 0.665 -4.460 2.442 -0.588
H 4.637 -3.333 3.498 0.392
H 5.118 -3.249 1.728 0.394
H 3.472 -3.860 2.227 0.315
H 2.225 -2.003 3.937 0.463
H 2.604 -0.370 4.020 0.462
H 0.530 -0.104 3.440 0.383
H 1.120 -0.270 1.795 0.329
H 0.065 -2.497 3.718 0.601
H -0.887 -1.739 2.338 0.358
H -0.171 -3.388 0.931 -0.129
H 1.603 -3.037 1.274 -0.071
H 1.153 -4.316 3.256 0.324
C 0.412 -3.470 -3.031 -0.719
N -0.478 -4.192 -2.088 0.909
O -0.188 -5.331 -1.796 -0.581
O -1.442 -3.583 -1.672 -0.517
H 1.225 -4.130 -3.317 0.334
H -0.184 -3.191 -3.896 0.314
H 0.788 -2.589 -2.515 0.148
C -2.112 0.519 -0.918 -0.916
N -1.191 -0.179 0.014 0.877
O -0.925 0.364 1.074 -0.604
O -0.759 -1.252 -0.341 -0.264
H -2.415 1.457 -0.466 0.291
H -1.569 0.688 -1.846 0.296
H -2.970 -0.128 -1.077 0.300
C 2.845 -0.185 -2.133 -0.711
N 2.226 -0.372 -3.469 0.924
O 1.017 -0.271 -3.545 -0.471
O 2.971 -0.616 -4.389 -0.561
H 2.061 0.023 -1.412 0.137
H 3.366 -1.106 -1.883 0.303
H 3.538 0.650 -2.204 0.402
C 2.924 3.401 3.260 -0.778
N 2.013 2.706 4.209 0.869
O 2.284 1.554 4.527 -0.632
O 1.061 3.319 4.608 -0.477
H 3.731 2.724 2.994 0.319
H 2.341 3.671 2.390 0.307
H 3.309 4.283 3.765 0.329
C -5.987 1.298 -3.701 -0.800
N -5.063 0.633 -2.746 0.901
O -4.823 1.192 -1.692 -0.523
O -4.603 -0.436 -3.080 -0.504
H -6.319 2.238 -3.273 0.311
H -5.435 1.466 -4.623 0.313
H -6.826 0.625 -3.861 0.307
C -2.852 4.484 -1.923 -0.529
N -3.357 4.301 -3.307 0.909
O -4.556 4.360 -3.476 -0.518
O -2.532 4.107 -4.171 -0.529
H -3.697 4.648 -1.263 0.305
H -2.315 3.580 -1.650 0.040
H -2.190 5.347 -1.928 0.330
C 3.788 6.786 -0.160 -0.727
N 3.106 5.710 0.603 0.875
O 1.900 5.630 0.514 -0.525
O 3.805 4.974 1.271 -0.522
H 3.040 7.355 -0.703 0.308
H 4.310 7.415 0.557 0.294
H 4.486 6.309 -0.844 0.295
C -3.756 -4.760 0.179 -0.479
N -4.960 -3.893 0.211 0.940
O -6.030 -4.402 -0.035 -0.542
O -4.784 -2.721 0.483 -0.554
H -4.058 -5.771 -0.074 0.311
H -3.084 -4.356 -0.574 0.150
H -3.304 -4.728 1.168 0.255
```

The calculation puts the gap between HOMO and LUMO at 0.337 Eh. The spin multiplicity is 1. The LUMO energy is -3.266 eV. Its HOMO energy is -12.45 eV. As for the charge: +1.

(2)
Below is 6 unconnected molecules or ions with the total composition C12H36O6 in a non-equilibrium geometry, with properties calculated with ωB97M-V with the def2-TZVPD basis set.

Structure (XYZ):
```
54
Properties=species:S:1:pos:R:3:mulliken_charge:R:1
C 2.948 2.350 -0.217 -1.073
C 1.911 3.010 0.671 0.060
O 1.801 4.419 0.421 -0.561
H 3.936 2.772 0.028 0.387
H 2.798 2.540 -1.276 0.292
H 3.037 1.282 -0.016 0.285
H 2.100 2.812 1.730 0.292
H 0.922 2.589 0.479 0.033
H 2.639 4.824 0.659 0.308
C -2.990 3.308 3.553 -1.021
C -1.492 3.114 3.682 -0.307
O -0.874 3.032 2.387 -0.531
H -3.442 2.468 3.023 0.255
H -3.198 4.209 2.973 0.272
H -3.443 3.418 4.538 0.366
H -1.264 2.189 4.212 0.200
H -1.071 3.950 4.246 0.439
H -0.335 3.814 2.240 0.277
C -0.850 -2.908 4.448 -1.405
C -0.984 -1.752 3.506 0.427
O -2.180 -1.946 2.754 -0.551
H -1.745 -3.011 5.063 0.318
H 0.001 -2.797 5.126 0.375
H -0.703 -3.838 3.898 0.316
H -0.124 -1.725 2.821 0.161
H -1.017 -0.792 4.031 0.022
H -2.288 -1.177 2.178 0.370
C -0.965 -0.749 -5.405 -0.937
C 0.350 -1.486 -5.550 0.067
O 0.760 -1.459 -6.927 -0.558
H -0.873 0.209 -5.921 0.327
H -1.172 -0.507 -4.359 0.169
H -1.797 -1.324 -5.804 0.288
H 0.261 -2.515 -5.189 0.256
H 1.131 -0.996 -4.967 0.074
H 0.929 -2.354 -7.229 0.314
C -1.207 -1.061 -0.392 -0.990
C -0.950 0.333 0.145 0.119
O -1.675 0.499 1.356 -0.466
H -2.284 -1.237 -0.479 0.338
H -0.791 -1.783 0.305 0.168
H -0.839 -1.122 -1.414 0.150
H -1.168 1.097 -0.607 0.464
H 0.123 0.408 0.381 0.017
H -1.668 1.435 1.596 0.183
C 2.069 -1.728 -2.268 -0.774
C 1.568 -3.073 -1.752 -0.053
O 2.647 -3.976 -1.503 -0.557
H 2.513 -1.939 -3.244 0.241
H 2.907 -1.361 -1.673 0.304
H 1.261 -1.006 -2.331 0.242
H 0.943 -3.559 -2.504 0.145
H 0.960 -2.965 -0.850 0.136
H 2.873 -3.931 -0.571 0.329
```

The calculation puts the gap between HOMO and LUMO at 0.375 Eh. The spin multiplicity is 1. As for the energy above the lowest of the compared OMol25 structures with the same formula, charge and spin: 187.18 kJ/mol. Its structure (SMILES) is CCO.CCO.CCO.CCO.CCO.CCO. The LUMO energy is 0.488 eV. Its HOMO energy is -9.72 eV.

(3)
Below is a molecular structure, C12H36O6 in a non-equilibrium geometry, with properties calculated with ωB97M-V with the def2-TZVPD basis set.

Structure (XYZ):
```
54
Properties=species:S:1:pos:R:3:mulliken_charge:R:1
C 0.461 -3.001 1.512 -1.322
C 0.535 -1.718 2.347 0.633
C 1.511 -1.682 3.518 -1.612
O 1.090 -0.811 1.413 -0.765
H 1.457 -3.162 1.100 0.286
H -0.293 -2.956 0.726 0.231
H 0.165 -3.889 2.070 0.377
H -0.479 -1.604 2.730 0.068
H 1.253 -2.408 4.290 0.426
H 1.500 -0.712 4.015 0.356
H 2.564 -1.900 3.339 0.295
H 0.523 -0.852 0.640 0.619
C 0.427 2.240 2.047 -1.019
C 1.302 3.156 1.181 0.371
C 1.349 2.556 -0.263 -0.615
O 0.825 4.488 1.128 -0.586
H 0.448 2.586 3.080 0.466
H 0.595 1.164 2.075 0.126
H -0.631 2.267 1.787 0.155
H 2.329 3.167 1.546 0.378
H 2.102 3.076 -0.855 0.238
H 0.375 2.500 -0.748 0.458
H 1.590 1.493 -0.257 0.421
H 0.040 4.548 0.579 0.359
C -2.807 -1.016 -1.869 -0.913
C -2.973 -0.378 -0.490 0.257
C -3.129 -1.448 0.564 -1.420
O -1.706 0.155 -0.228 -0.790
H -3.123 -0.224 -2.547 0.118
H -3.567 -1.782 -2.022 0.568
H -1.818 -1.382 -2.145 0.105
H -3.712 0.415 -0.384 0.394
H -3.189 -0.983 1.548 0.355
H -2.388 -2.248 0.573 0.264
H -4.112 -1.907 0.461 0.493
H -1.456 0.676 -0.994 0.734
C -0.501 1.203 -2.413 -1.177
O -1.684 0.630 -1.953 -0.318
H -0.007 0.573 -3.153 0.353
H -0.525 2.201 -2.849 0.271
H 0.087 1.196 -1.495 0.463
H -2.311 0.923 -2.619 0.529
C 0.579 -0.499 -0.580 -1.322
O -0.385 -1.180 0.206 -0.727
H 1.597 -0.828 -0.370 0.753
H 0.376 -0.774 -1.614 1.194
H 0.528 0.577 -0.413 -1.458
H -1.224 -0.754 0.016 0.805
C 2.953 -0.290 -2.128 -0.694
O 1.680 -0.268 -2.731 -0.429
H 3.557 -1.187 -2.264 0.315
H 3.649 0.514 -2.369 0.345
H 2.806 -0.178 -1.054 0.283
H 1.770 -0.284 -3.687 0.303
```

The calculation puts the gap between HOMO and LUMO at 0.290 Eh. The spin multiplicity is 1. As for the energy above the lowest of the compared OMol25 structures with the same formula, charge and spin: 1948.27 kJ/mol. The LUMO energy is -0.021 eV. Its HOMO energy is -7.90 eV.

> Look up the gap between HOMO and LUMO of the second one.

0.375 Eh